{"formula": "C3H8N4", "method": "ωB97M-V/def2-TZVPD", "energy_ev": -9197.71705, "multiplicity": 1, "homo_lumo_gap_ev": 10.4, "de_lowest_kcal_mol": 90.31, "species": ["C", "C", "C", "N", "N", "N", "N", "H", "H", "H", "H", "H", "H", "H", "H"], "positions_angstrom": [[1.309, -0.204, 0.998], [1.716, -1.492, -0.970], [-1.501, 1.875, 0.348], [-2.253, -1.234, -0.803], [-2.311, -0.222, -0.291], [1.348, -0.254, -0.247], [-2.524, 0.771, 0.331], [1.023, 0.692, 1.446], [1.608, -1.083, 1.595], [2.796, -1.749, -0.834], [1.069, -2.244, -0.604], [1.573, -1.287, -2.035], [-2.143, 2.713, 0.616], [-0.704, 1.632, 1.046], [-1.005, 2.086, -0.595]], "atomic_forces_ev_per_a": [[1.0, -2.3, -0.4], [1.1, 1.7, 0.2], [-1.0, -0.6, 0.0], [0.1, 0.9, 0.2], [0.5, -3.0, -1.4], [0.0, 0.4, -1.5], [0.2, 2.5, 1.0], [-0.4, 1.3, 1.0], [-0.2, 0.3, 0.3], [-0.8, 0.1, 0.1], [-0.5, -1.2, 0.0], [-0.1, -0.3, 0.2], [0.7, 0.2, 0.3], [-0.3, 0.3, 0.3], [-0.3, -0.3, -0.4]], "lowdin_charge": [-0.093, -0.123, -0.075, 0.179, -0.277, -0.091, -0.009, 0.024, 0.087, 0.088, 0.052, 0.066, 0.067, 0.033, 0.071]}


{"formula": "C3H8N4", "method": "ωB97M-V/def2-TZVPD", "energy_ev": -9198.57669, "multiplicity": 1, "homo_lumo_gap_ev": 10.0, "smiles": "[H]/N=N/CC.N=C=N", "de_lowest_kcal_mol": 70.49, "species": ["H", "N", "N", "C", "C", "H", "H", "H", "H", "H", "N", "C", "N", "H", "H"], "positions_angstrom": [[-0.786, 2.497, 0.456], [-0.773, 1.468, 0.401], [-1.118, 1.058, -0.703], [-1.379, -0.478, -0.816], [-1.084, -1.329, 0.402], [-2.455, -0.479, -1.022], [-0.900, -0.846, -1.726], [-0.016, -1.512, 0.490], [-1.456, -0.852, 1.309], [-1.530, -2.315, 0.287], [2.920, 0.539, -0.884], [2.173, 0.335, 0.061], [1.710, 0.166, 1.166], [3.783, 1.047, -0.932], [0.914, 0.698, 1.511]], "atomic_forces_ev_per_a": [[0.2, -0.1, -0.8], [-0.4, -0.9, 0.6], [-0.4, -0.8, -0.3], [0.0, 1.3, 0.5], [0.4, 0.0, -0.3], [0.1, 0.1, -0.1], [0.1, 0.3, 0.1], [0.0, 0.2, 0.2], [0.1, -0.1, 0.0], [-0.3, 0.1, 0.0], [-1.7, -1.2, -0.6], [3.0, 1.8, 0.1], [-0.9, -0.6, 0.5], [-0.1, 0.2, 0.4], [0.0, -0.2, -0.3]], "lowdin_charge": [0.071, 0.012, -0.048, -0.236, -0.132, 0.097, 0.100, 0.041, 0.065, 0.070, 0.120, -0.399, 0.137, 0.062, 0.041]}


{"formula": "C3H8N4", "method": "ωB97M-V/def2-TZVPD", "energy_ev": -9193.52571, "multiplicity": 1, "homo_lumo_gap_ev": 8.3, "de_lowest_kcal_mol": 186.97, "species": ["C", "C", "C", "H", "H", "H", "H", "H", "H", "H", "H", "N", "N", "N", "N"], "positions_angstrom": [[-1.144, -0.311, -0.141], [-0.084, -1.333, 0.171], [1.258, -1.228, -0.103], [-0.340, 2.181, 1.155], [0.079, 2.667, -0.480], [-2.071, 1.458, -0.057], [-2.574, -1.694, 0.137], [-0.544, -2.461, 0.286], [1.932, -2.164, -0.534], [1.823, 0.962, 0.682], [3.121, -0.314, -0.642], [0.046, 1.732, 0.194], [-0.976, 1.042, -0.569], [-2.480, -0.701, -0.014], [1.953, 0.164, -0.086]], "atomic_forces_ev_per_a": [[-4.6, -2.6, 1.7], [-0.1, -2.1, -1.5], [1.0, 2.2, 0.0], [0.6, -1.5, -2.7], [0.6, -2.8, 2.5], [3.8, -1.6, -2.8], [0.4, -0.3, 0.2], [1.3, 3.1, -0.5], [-1.8, 2.6, 1.8], [0.5, -2.9, -2.2], [-4.1, 2.9, 3.0], [-1.4, 5.5, -0.2], [-4.3, 0.4, 4.1], [4.7, 2.4, -0.9], [3.6, -5.3, -2.5]], "lowdin_charge": [-0.420, -0.137, -0.199, 0.126, 0.148, 0.223, -0.006, 0.137, 0.137, 0.090, 0.201, -0.138, -0.103, 0.045, -0.106]}


{"formula": "C3H8N4", "method": "ωB97M-V/def2-TZVPD", "energy_ev": -9196.37843, "multiplicity": 1, "homo_lumo_gap_ev": 8.9, "smiles": "C=CN(C)/N=N/N", "de_lowest_kcal_mol": 121.18, "species": ["C", "C", "N", "C", "N", "N", "N", "H", "H", "H", "H", "H", "H", "H", "H"], "positions_angstrom": [[2.048, 1.431, -0.130], [1.720, 0.203, 0.247], [0.457, -0.365, 0.571], [0.293, -1.722, 0.020], [-0.803, 0.641, 0.116], [-1.878, -0.032, 0.121], [-2.953, 0.571, -0.141], [3.157, 1.781, 0.010], [1.355, 2.282, -0.108], [2.595, -0.573, 0.252], [-0.557, -2.141, 0.625], [0.036, -1.511, -1.079], [1.319, -2.279, 0.175], [-3.032, 1.620, -0.247], [-3.756, 0.094, -0.432]], "atomic_forces_ev_per_a": [[1.8, 2.1, 1.4], [0.7, -1.6, -0.4], [-1.0, 1.7, -0.8], [0.2, 0.6, -0.1], [0.5, -2.5, 1.0], [5.0, -1.3, 0.2], [-2.2, 4.7, -0.4], [-2.1, -1.0, -0.8], [0.0, -0.6, -0.3], [-1.9, 1.3, 0.4], [1.0, -0.3, -1.1], [0.3, -1.3, 1.3], [-2.3, 0.9, -0.4], [0.7, -1.6, 0.1], [-0.7, -1.3, 0.0]], "lowdin_charge": [-0.063, -0.290, -0.180, -0.141, 0.092, -0.151, 0.017, 0.076, 0.030, 0.125, 0.066, 0.091, 0.107, 0.139, 0.082]}


{"formula": "C3H8N4O", "method": "ωB97M-V/def2-TZVPD", "energy_ev": -11242.43696, "multiplicity": 1, "homo_lumo_gap_ev": 9.5, "smiles": "[H]/N=C(N)\\C(=N/C)NO", "de_lowest_kcal_mol": 165.73, "species": ["H", "N", "C", "N", "C", "N", "C", "N", "O", "H", "H", "H", "H", "H", "H", "H"], "positions_angstrom": [[0.809, -1.476, -1.184], [0.177, -1.835, -0.502], [-0.444, -0.856, 0.077], [-1.534, -1.044, 0.989], [-0.135, 0.598, 0.089], [0.997, 1.021, -0.276], [2.250, 0.423, -0.461], [-1.190, 1.467, 0.150], [-2.313, 0.713, -0.145], [-1.126, -2.090, 1.279], [-1.424, -0.321, 1.729], [2.395, -0.799, -0.433], [2.701, 0.956, -1.552], [2.819, 0.770, 0.463], [-1.136, 2.273, -0.814], [-2.846, 0.201, 0.591]], "atomic_forces_ev_per_a": [[0.6, 0.2, -0.4], [-2.2, 1.5, 1.4], [-0.5, -0.5, 0.6], [3.7, -5.8, 1.5], [3.4, -0.9, -3.6], [-0.9, 1.3, 0.5], [2.5, -0.9, -1.1], [-1.2, 3.6, -2.1], [-4.1, -0.1, -1.1], [-2.2, 3.1, 0.3], [0.0, -1.2, -0.1], [-0.5, 3.0, -0.4], [-0.9, -1.9, 3.4], [0.0, -0.2, -1.6], [0.0, -3.1, 4.1], [2.2, 2.2, -1.5]], "lowdin_charge": [0.014, 0.145, -0.404, 0.023, -0.381, -0.003, -0.193, -0.042, -0.187, 0.180, 0.101, 0.101, 0.151, 0.082, 0.267, 0.147]}


{"formula": "C3H8N4O", "method": "ωB97M-V/def2-TZVPD", "energy_ev": -11244.32898, "multiplicity": 1, "homo_lumo_gap_ev": 9.0, "smiles": "C[C@@H]1NN=[N+]([O-])[C@H]1N", "de_lowest_kcal_mol": 122.10, "species": ["C", "C", "N", "N", "N", "O", "C", "N", "H", "H", "H", "H", "H", "H", "H", "H"], "positions_angstrom": [[-1.274, -1.087, 1.047], [-0.139, -0.651, 0.263], [0.969, -0.261, 1.220], [1.571, 0.891, 0.918], [1.043, 1.553, 0.006], [1.324, 2.623, -0.471], [-0.267, 0.583, -0.544], [0.008, 0.359, -1.961], [-1.124, -2.148, 1.243], [-2.184, -1.281, 0.458], [-1.457, -0.486, 1.934], [0.332, -1.516, -0.297], [1.775, -0.827, 1.456], [-1.284, 1.099, -0.637], [-0.234, 1.157, -2.563], [0.941, -0.009, -2.071]], "atomic_forces_ev_per_a": [[-2.3, -2.1, 0.1], [3.6, -0.3, 0.0], [-0.3, -0.2, 0.7], [1.9, 2.5, -0.1], [-3.5, -3.8, 0.7], [0.5, 1.6, -0.6], [-0.1, 2.0, -3.7], [-0.6, 0.0, 0.8], [0.4, 0.0, 1.1], [0.0, 1.1, -0.1], [-0.1, -0.1, -0.1], [-1.0, 1.1, -0.1], [-0.7, -1.0, -0.2], [1.5, -0.3, 1.4], [0.7, -0.6, 0.6], [0.1, 0.3, -0.5]], "lowdin_charge": [-0.079, -0.362, -0.024, 0.041, -0.283, -0.035, -0.195, 0.042, 0.082, 0.093, 0.095, 0.163, 0.124, 0.169, 0.090, 0.077]}


{"formula": "C3H8N4O3", "method": "ωB97M-V/def2-TZVPD", "energy_ev": -15335.18980, "multiplicity": 1, "homo_lumo_gap_ev": [6.2, 7.2], "de_lowest_kcal_mol": 144.50, "species": ["C", "C", "C", "N", "N", "N", "N", "O", "O", "O", "H", "H", "H", "H", "H", "H", "H", "H"], "positions_angstrom": [[-1.022, -0.690, 0.677], [-2.028, 0.391, -0.074], [1.557, -1.113, -0.398], [2.705, -0.553, -0.097], [0.228, -0.148, 1.107], [3.136, 0.583, 0.137], [-2.569, -0.332, -1.245], [3.994, 0.996, 0.890], [2.235, 1.662, -0.247], [0.951, -1.878, -1.102], [-1.657, -0.934, 1.578], [-0.858, -1.635, 0.063], [-2.749, 0.826, 0.685], [-1.511, 1.302, -0.466], [0.340, 0.833, 0.965], [-1.876, -0.563, -1.913], [-3.095, -1.124, -0.982], [2.220, 2.379, 0.420]], "atomic_forces_ev_per_a": [[-1.7, 2.0, 0.1], [1.5, -1.4, -0.3], [-2.5, 0.9, 0.0], [0.7, -2.1, -1.0], [1.3, -2.6, -0.1], [-2.4, 3.4, 1.7], [-1.3, 2.3, 0.9], [0.9, -1.3, -0.2], [-0.7, -0.9, -1.4], [2.3, 1.9, 1.7], [0.9, -0.4, -0.5], [-0.4, 1.3, 0.7], [0.3, -1.0, -1.2], [0.1, -0.9, 0.3], [-0.2, 0.7, -0.7], [0.7, -0.2, -0.4], [-0.5, -1.0, 0.2], [0.9, -0.8, 0.1]], "lowdin_charge": [-0.301, -0.231, -0.220, 0.181, 0.043, -0.307, -0.027, 0.077, 0.037, 0.119, 0.108, 0.098, 0.107, 0.096, 0.006, 0.046, 0.042, 0.126]}


{"formula": "C3H8N4S", "method": "ωB97M-V/def2-TZVPD", "energy_ev": -20032.48950, "multiplicity": 1, "homo_lumo_gap_ev": 8.2, "de_lowest_kcal_mol": 86.42, "species": ["C", "C", "C", "H", "H", "H", "H", "H", "H", "H", "H", "N", "N", "N", "N", "S"], "positions_angstrom": [[1.054, -0.222, 2.445], [0.703, 0.323, 1.052], [-0.399, 0.035, -1.210], [1.018, -1.309, 2.246], [1.999, 0.361, 2.760], [0.131, 0.052, 2.987], [1.728, 1.954, 1.235], [-2.266, -0.636, 1.669], [0.369, 0.785, -1.456], [-0.121, 0.165, -3.817], [-1.638, -0.463, -3.956], [1.158, 1.447, 0.522], [-0.286, -0.350, 0.204], [-1.160, -0.503, -2.046], [-1.048, 0.106, -3.413], [-1.242, -1.746, 0.780]], "atomic_forces_ev_per_a": [[-0.8, 1.1, -2.0], [0.0, 2.6, -2.5], [1.7, 0.2, 1.6], [0.8, 0.4, 1.1], [-1.6, -1.6, -0.2], [0.7, -0.3, 0.5], [-0.3, -0.8, -0.8], [2.0, -2.9, -1.9], [-0.5, -0.2, 0.2], [0.2, -0.4, 0.5], [-0.5, -0.7, -0.9], [-0.5, -1.8, 2.2], [0.2, -1.2, -0.3], [0.0, 0.7, -1.7], [-0.3, 0.1, 2.6], [-1.1, 4.8, 1.6]], "lowdin_charge": [-0.058, -0.467, -0.272, 0.046, 0.110, 0.073, 0.052, 0.047, 0.108, 0.061, 0.031, 0.072, -0.445, -0.026, -0.004, 0.673]}


{"formula": "C3H8N5", "method": "ωB97M-V/def2-TZVPD", "energy_ev": -10682.09978, "multiplicity": 1, "charge": 1, "homo_lumo_gap_ev": [7.2, 7.2], "smiles": "N/N=C/N=C\\NC=[NH2+]", "de_lowest_kcal_mol": 54.90, "species": ["N", "N", "C", "N", "C", "N", "C", "N", "H", "H", "H", "H", "H", "H", "H", "H"], "positions_angstrom": [[-0.694, 2.700, -1.131], [-0.161, 1.580, -0.705], [0.110, 0.731, -1.640], [0.864, -0.384, -1.552], [1.269, -1.082, -0.585], [0.815, -1.283, 0.769], [-0.437, -1.057, 1.194], [-0.759, -1.506, 2.367], [-1.035, 2.727, -2.107], [-0.601, 3.673, -0.747], [-0.098, 1.049, -2.651], [2.071, -1.672, -0.952], [1.460, -1.925, 1.385], [-1.152, -0.324, 0.660], [-0.151, -2.145, 2.857], [-1.500, -1.080, 2.837]], "atomic_forces_ev_per_a": [[-1.8, 2.7, -1.4], [1.2, -0.7, 0.6], [-1.1, 1.1, -0.2], [0.2, 0.1, 1.2], [-0.2, -0.1, -1.1], [0.3, -1.1, 0.3], [1.2, 1.7, -0.6], [0.4, -0.6, -0.4], [0.5, 0.0, 0.7], [0.2, -2.2, 0.3], [-0.1, -0.2, -0.4], [0.8, -1.3, 1.0], [-1.7, 1.7, -1.7], [1.5, -1.4, 0.6], [-0.1, 0.0, 0.3], [-1.5, 0.3, 0.9]], "lowdin_charge": [-0.014, -0.035, -0.248, 0.095, -0.151, 0.105, -0.108, 0.203, 0.108, 0.140, 0.116, 0.119, 0.218, 0.187, 0.145, 0.121]}


{"formula": "C3H8N5", "method": "ωB97M-V/def2-TZVPD", "energy_ev": -10682.14540, "multiplicity": 1, "charge": 1, "homo_lumo_gap_ev": 8.2, "smiles": "NC1=NNNC(=[NH2+])C1", "de_lowest_kcal_mol": 53.85, "species": ["N", "C", "N", "N", "N", "C", "N", "C", "H", "H", "H", "H", "H", "H", "H", "H"], "positions_angstrom": [[0.347, -0.525, -2.362], [0.659, -0.114, -1.141], [1.753, -0.310, -0.501], [1.847, -0.106, 0.839], [0.681, 0.308, 1.506], [-0.538, 0.335, 0.932], [-1.700, -0.040, 1.517], [-0.610, 0.549, -0.530], [-0.459, -0.133, -2.895], [0.700, -1.345, -2.746], [2.803, 0.051, 1.045], [0.742, 0.402, 2.513], [-1.722, -0.171, 2.486], [-2.440, -0.559, 1.037], [-0.702, 1.574, -0.674], [-1.362, 0.083, -1.027]], "atomic_forces_ev_per_a": [[-1.2, 0.8, -1.9], [-0.9, 1.3, 2.0], [-0.3, -0.5, -0.9], [-2.2, -0.7, -2.1], [-1.1, 0.8, 0.5], [0.3, -1.8, -0.8], [0.6, 0.5, -0.2], [3.7, -0.5, 1.7], [1.2, -0.4, 1.0], [1.2, -1.4, -0.7], [0.5, 1.2, 1.4], [0.2, -0.5, 0.0], [0.0, -0.4, 1.6], [0.6, 0.8, -0.3], [0.2, 2.0, -0.6], [-2.8, -1.4, -0.6]], "lowdin_charge": [0.155, -0.364, 0.095, -0.005, 0.136, -0.235, 0.198, -0.014, 0.148, 0.097, 0.149, 0.179, 0.101, 0.151, 0.125, 0.086]}